Here is a structure of composition C48H39F3N3O4P2S3SiY from the Open Molecules 2025 dataset. Energies are from ωB97M-V with the def2-TZVPD basis set.

XYZ file:
```
104
C48H39F3N3O4P2S3SiY | the Open Molecules 2025 dataset | ωB97M-V with the def2-TZVPD basis set
Y 0.34 0.97 0.22
C -3.12 2.80 1.44
Si -1.75 1.53 1.82
C -2.74 -0.12 2.07
C -4.00 0.01 2.65
C -4.92 -1.04 2.68
C -4.59 -2.23 2.06
C -3.34 -2.39 1.50
C -2.38 -1.38 1.52
P -0.58 -1.87 1.32
C -0.70 -3.72 1.44
C -1.05 -4.62 0.44
C -1.02 -5.99 0.67
C -0.64 -6.49 1.91
C -0.29 -5.61 2.92
C -0.31 -4.24 2.68
C 0.31 -1.37 -0.24
C 1.52 -2.32 -0.31
C 2.94 -1.24 -1.98
C 1.99 -0.83 -2.85
C 0.55 -0.48 -2.62
C -0.28 -1.34 -1.64
C -1.06 2.16 3.51
C -1.65 3.23 4.21
C -1.07 3.79 5.33
C 0.14 3.30 5.81
C 0.75 2.25 5.15
C 0.17 1.70 4.00
P 1.00 0.29 3.12
C 0.89 -0.85 4.54
C -0.38 -1.39 4.77
C -0.60 -2.20 5.88
C 0.44 -2.49 6.75
C 1.70 -1.97 6.52
C 1.93 -1.14 5.42
C 2.73 0.88 3.01
C 2.97 2.22 2.70
C 4.25 2.65 2.35
C 5.30 1.75 2.30
C 5.07 0.41 2.58
C 3.79 -0.03 2.91
H -3.91 2.82 2.19
H -2.69 3.80 1.36
H -3.56 2.53 0.48
H -4.29 0.96 3.09
H -5.88 -0.90 3.16
H -5.31 -3.05 2.03
H -3.10 -3.34 1.04
H -1.37 -4.25 -0.53
H -1.27 -6.67 -0.14
H -0.61 -7.56 2.08
H 0.00 -5.98 3.90
H -0.01 -3.55 3.46
H 1.71 -2.76 0.67
H 3.96 -1.26 -2.34
H 2.36 -0.51 -3.82
H 0.02 -0.53 -3.57
H -1.33 -1.04 -1.67
H -2.60 3.63 3.85
H -1.55 4.62 5.83
H 0.60 3.73 6.69
H 1.69 1.85 5.52
H -1.19 -1.16 4.09
H -1.59 -2.61 6.04
H 0.27 -3.13 7.61
H 2.52 -2.19 7.19
H 2.91 -0.73 5.26
H 2.16 2.94 2.73
H 4.41 3.69 2.10
H 6.29 2.08 2.02
H 5.87 -0.31 2.50
H 3.61 -1.09 3.05
O 2.41 1.27 -0.78
S 1.67 1.97 -1.85
O 2.39 2.33 -3.02
O 0.42 0.98 -2.22
O 0.88 3.02 -1.18
F 0.49 -6.00 -2.28
C 1.73 -5.49 -2.51
F 2.55 -6.56 -2.51
F 1.72 -5.05 -3.78
C 2.12 -4.42 -1.51
C 3.38 -4.60 -0.87
C 4.15 -3.63 -0.18
C 3.97 -2.28 -0.08
N 2.83 -1.67 -0.69
C 1.22 -3.41 -1.31
S -0.17 -3.02 -2.35
H 3.83 -5.58 -0.96
H 5.04 -4.02 0.33
H 4.61 -1.65 0.52
C -3.99 4.17 -5.21
C -4.28 2.80 -4.66
C -5.14 1.93 -5.32
C -5.32 0.70 -4.70
N -4.72 0.34 -3.58
C -3.87 1.24 -3.00
S -3.05 0.80 -1.56
N -3.67 2.49 -3.53
H -4.73 4.48 -5.95
H -3.01 4.16 -5.70
H -3.94 4.89 -4.40
H -5.64 2.19 -6.24
H -5.99 -0.04 -5.13
```

Summary:
strongest force on any atom	1.6	eV/Å
orbital gap	4.41	eV
DFT total energy	-131226.82357	eV
energy relative to the best compared isomer or geometry (same formula, charge and spin)	310.72	kJ/mol
HOMO level	-0.56	eV
total charge	-2
spin multiplicity	1

Atom charges from the Löwdin analysis, given in e for atoms 1 to 99: atom 1 (Y): 1.297, atom 2 (C): -0.270, atom 3 (Si): 0.522, atom 4 (C): -0.321, atom 5 (C): -0.122, atom 6 (C): -0.103, atom 7 (C): -0.093, atom 8 (C): -0.092, atom 9 (C): -0.352, atom 10 (P): 1.042, atom 11 (C): -0.351, atom 12 (C): -0.113, atom 13 (C): -0.082, atom 14 (C): -0.106, atom 15 (C): -0.100, atom 16 (C): -0.099, atom 17 (C): -0.531, atom 18 (C): -0.306, atom 19 (C): -0.114, atom 20 (C): -0.091, atom 21 (C): -0.299, atom 22 (C): -0.562, atom 23 (C): -0.292, atom 24 (C): -0.103, atom 25 (C): -0.101, atom 26 (C): -0.102, atom 27 (C): -0.106, atom 28 (C): -0.389, atom 29 (P): 1.023, atom 30 (C): -0.348, atom 31 (C): -0.115, atom 32 (C): -0.082, atom 33 (C): -0.100, atom 34 (C): -0.093, atom 35 (C): -0.090, atom 36 (C): -0.375, atom 37 (C): -0.108, atom 38 (C): -0.083, atom 39 (C): -0.091, atom 40 (C): -0.088, atom 41 (C): -0.109, atom 42 (H): 0.006, atom 43 (H): 0.024, atom 44 (H): -0.035, atom 45 (H): 0.083, atom 46 (H): 0.090, atom 47 (H): 0.094, atom 48 (H): 0.087, atom 49 (H): 0.056, atom 50 (H): 0.098, atom 51 (H): 0.090, atom 52 (H): 0.090, atom 53 (H): 0.069, atom 54 (H): 0.124, atom 55 (H): 0.128, atom 56 (H): 0.099, atom 57 (H): 0.131, atom 58 (H): 0.012, atom 59 (H): 0.083, atom 60 (H): 0.092, atom 61 (H): 0.092, atom 62 (H): 0.104, atom 63 (H): 0.087, atom 64 (H): 0.106, atom 65 (H): 0.093, atom 66 (H): 0.095, atom 67 (H): 0.091, atom 68 (H): 0.106, atom 69 (H): 0.102, atom 70 (H): 0.096, atom 71 (H): 0.102, atom 72 (H): 0.106, atom 73 (O): -0.383, atom 74 (S): 0.396, atom 75 (O): -0.243, atom 76 (O): -0.325, atom 77 (O): -0.352, atom 78 (F): 0.091, atom 79 (C): -0.588, atom 80 (F): 0.095, atom 81 (F): 0.102, atom 82 (C): -0.190, atom 83 (C): -0.090, atom 84 (C): -0.155, atom 85 (C): -0.174, atom 86 (N): -0.068, atom 87 (C): -0.421, atom 88 (S): 1.002, atom 89 (H): 0.064, atom 90 (H): 0.081, atom 91 (H): 0.063, atom 92 (C): -0.057, atom 93 (C): -0.384, atom 94 (C): -0.075, atom 95 (C): -0.196, atom 96 (N): 0.023, atom 97 (C): -0.852, atom 98 (S): 0.581, atom 99 (N): 0.073